Record 1
The following is a DFT calculation (wB97M-V/def2-TZVPD) of a molecular structure, C17H13N4O6RuS at a distorted geometry.

Calculated values
HOMO energy (spin up / spin down)   -12.0 / -11.9 eV
2S+1   5
Charge   +1
DFT total energy   -1818.73769 Eh
LUMO (spin up / spin down)   -4.29 / -6.62 eV
<S²>   6.041

Structure (XYZ):
```
42
Properties=species:S:1:pos:R:3:forces:R:3
Ru -0.775 0.333 -0.606 1.3787 1.0827 -2.2073
O 0.792 1.328 0.836 -0.4412 -0.1282 0.0353
C 0.800 2.560 0.930 0.0141 0.3565 0.2295
C 0.519 3.498 -0.128 -0.3907 -0.5345 -1.1339
C 0.551 4.876 0.098 -0.0487 0.4302 -0.1253
C 0.348 5.759 -0.947 0.0861 -1.0394 0.0541
C 0.178 5.312 -2.264 0.0331 0.1140 0.2727
C 0.116 3.969 -2.516 -0.0652 -0.6810 0.3854
C 0.210 3.023 -1.458 0.5254 2.3858 0.5405
O 0.035 1.788 -1.728 -0.9913 -2.2269 0.3330
N 0.289 7.185 -0.676 0.0146 -0.0612 0.0600
O 0.192 7.919 -1.628 -0.0091 0.3760 -0.2374
O 0.320 7.519 0.485 0.0467 0.2971 0.3941
H 1.056 3.000 1.906 0.1356 -0.0315 -0.0634
H 0.709 5.273 1.092 0.0587 0.0019 0.0419
H 0.076 6.034 -3.061 -0.0261 0.0419 0.0108
H -0.060 3.577 -3.507 0.0029 0.0327 -0.0736
N 1.238 -0.730 -1.423 -0.9469 -0.0059 1.1984
N 1.156 -0.678 -2.820 -0.7871 -0.1095 -1.2200
C -0.211 -0.558 -3.367 3.3954 0.5196 -0.9560
O -0.299 -0.260 -4.527 -0.4094 -0.0112 -0.1341
O -1.081 -0.834 -2.505 -1.8441 0.1384 2.3913
H 2.127 -0.376 -1.071 -0.2527 -0.1126 -0.1355
H 1.106 -1.704 -1.132 0.6300 0.2187 -0.1789
H 1.842 -0.102 -3.296 -0.1313 -0.1064 0.2820
S -4.963 1.376 0.381 0.6777 -0.0175 -0.1154
C -4.166 2.889 0.177 0.0974 -0.3669 -0.0902
C -2.842 2.765 -0.123 -0.1060 0.4889 0.0283
C -2.418 1.419 -0.164 -0.0337 -1.0471 0.1248
C -3.484 0.548 0.094 -0.1873 0.7444 -0.0315
C -3.256 -0.868 0.143 -0.5020 -0.6125 0.1054
C -4.234 -1.864 0.154 0.3959 0.3322 0.0166
C -3.837 -3.188 0.189 0.2218 0.0940 -0.0089
C -2.479 -3.490 0.234 0.0861 0.2005 0.0294
C -1.563 -2.452 0.208 0.1453 -0.7803 0.0788
N -1.937 -1.177 0.155 -0.5439 -0.2346 0.1721
H -4.730 3.796 0.291 -0.0829 0.1748 -0.0190
H -2.209 3.620 -0.292 0.0396 0.0760 -0.0156
H -5.278 -1.591 0.106 -0.0394 0.0235 0.0268
H -4.572 -3.980 0.177 -0.0336 -0.0349 0.0166
H -2.135 -4.512 0.278 0.0542 -0.0129 0.0128
H -0.496 -2.651 0.257 -0.1673 0.0253 -0.0943
```
Positions in Å, forces in eV/Å.

Atom charges from the Mulliken analysis, given in e for atoms 1 to 8: number 1, Ru, carries 0.11; number 2, O, carries -0.51; number 3, C, carries -0.56; number 4, C, carries 1.01; number 5, C, carries -0.34; number 6, C, carries -0.36; number 7, C, carries -0.48; number 8, C, carries -0.73

---

Record 2
The following is a DFT calculation (wB97M-V/def2-TZVPD) of a molecular structure, C33H28N3PbS2 at a distorted geometry.

Calculated values
HOMO energy   -10.9 eV
Charge   +1
DFT total energy   -2427.60118 Eh
LUMO   -3.43 eV

Structure (XYZ):
```
67
Properties=species:S:1:pos:R:3:forces:R:3
Pb -1.294 -1.016 2.581 -0.1009 -0.6273 -0.1327
S -0.235 -3.912 0.998 -0.2943 -0.1159 0.3265
C 0.276 -3.019 -0.273 -0.1080 0.2695 -0.6269
N -0.079 -3.175 -1.554 -0.6634 -0.0579 -1.2756
C 0.707 -2.540 -2.629 1.0384 -0.0583 0.8834
C 2.170 -2.602 -2.109 -1.4461 -0.8085 0.5781
N 2.287 -1.794 -0.910 -0.2141 1.1416 1.1863
C 3.326 -0.636 -0.790 -1.2309 -1.3138 -0.0316
C 2.886 0.446 -1.707 -0.1620 0.3630 0.4766
C 1.855 1.339 -1.373 -0.6575 0.6599 -1.4665
C 1.408 2.304 -2.335 -0.7887 -0.5827 1.0895
C 1.968 2.352 -3.594 2.7395 -1.5466 -1.0024
C 3.046 1.424 -3.905 0.4034 0.1554 1.0310
C 3.531 0.487 -2.926 -1.8281 2.4674 -1.8767
C 1.260 -1.890 -0.072 1.1476 0.5983 1.1790
S 1.127 -0.844 1.280 -0.0478 -0.4600 -0.6140
C -1.336 -3.799 -2.049 0.0736 -1.4772 1.0297
C -2.346 -2.753 -2.399 -0.0755 0.2289 -0.8382
C -2.613 -2.380 -3.713 0.0751 0.5152 -0.9356
C -3.475 -1.305 -4.008 0.4416 -1.3337 0.2886
C -4.082 -0.639 -2.974 -1.1773 0.7316 0.4485
C -3.855 -0.991 -1.661 0.9811 -1.4376 0.4315
C -3.002 -2.078 -1.400 -0.2590 1.2665 0.6471
H 0.345 -1.501 -2.789 0.3643 -0.6089 -0.3089
H 0.664 -3.189 -3.524 -0.2960 0.5976 0.3717
H 2.854 -2.270 -2.822 1.1357 0.5259 -1.1785
H 2.366 -3.656 -1.830 0.1347 0.4198 -0.3428
H 4.302 -1.031 -1.040 0.0530 -0.3028 -0.3603
H 3.392 -0.319 0.232 -0.3385 -0.1111 0.5295
H 1.281 1.261 -0.448 0.5106 0.0045 -0.1472
H 0.524 2.947 -2.085 1.1809 -0.5673 -0.1515
H 1.779 3.099 -4.371 -0.4662 -0.2486 0.4969
H 3.632 1.484 -4.853 -0.9078 0.0874 0.7287
H 4.371 -0.143 -3.126 0.3384 -0.2977 -0.2237
H -1.710 -4.487 -1.241 0.3527 0.7503 -0.7449
H -1.106 -4.434 -2.926 0.0642 0.3628 0.4501
H -2.133 -2.892 -4.555 -0.1555 0.0470 0.3924
H -3.765 -1.083 -5.018 0.2095 0.0911 -0.3349
H -4.861 0.098 -3.153 0.3333 0.1258 -0.2495
H -4.326 -0.520 -0.814 -0.2234 0.2644 -0.0866
H -2.768 -2.342 -0.383 -0.1592 -0.1203 0.3854
C 0.423 -1.060 6.810 -0.1648 -0.4006 -0.1753
C 0.866 0.238 6.918 -0.1665 -0.4899 1.3508
C 0.783 1.091 5.879 0.0732 0.9745 -1.6145
C 0.194 0.712 4.660 0.0367 0.3309 0.9840
C -0.188 -0.617 4.502 -0.7307 -0.0728 0.0882
C -0.120 -1.473 5.608 0.8428 -1.4709 -0.6013
C -0.134 1.743 3.643 0.2271 -1.2837 0.5890
C 0.242 3.086 3.792 -0.2881 -0.1053 -0.5624
C 0.057 3.960 2.775 0.2738 1.5060 0.3580
C -0.564 3.501 1.598 -0.2907 -0.0445 -0.1628
C -0.845 4.303 0.481 -0.0809 1.3810 -0.5400
C -1.485 3.817 -0.624 0.0433 -0.9706 0.5995
C -1.798 2.413 -0.670 0.2263 1.5047 -1.0899
C -1.571 1.629 0.403 0.1073 0.3705 -0.4661
C -1.002 2.170 1.561 0.0126 -0.7895 0.3142
N -0.805 1.305 2.603 0.4753 0.7886 -0.4421
H 0.568 -1.743 7.640 -0.2594 0.0068 -0.0805
H 1.174 0.581 7.882 0.6225 0.2256 0.3117
H 1.253 2.055 5.953 -0.1716 0.3630 0.2934
H -0.292 -2.569 5.494 -0.2894 0.9907 0.0019
H 0.610 3.379 4.729 0.6474 0.5279 0.8466
H 0.360 5.042 2.899 -0.4252 -1.4050 -0.3141
H -0.574 5.376 0.487 -0.0765 -0.7238 0.1829
H -1.711 4.499 -1.425 -0.0640 -0.1282 -0.3150
H -2.103 1.979 -1.618 -0.2861 0.0212 0.2001
H -1.707 0.580 0.288 -0.2718 -0.7044 0.2223
```
Positions in Å, forces in eV/Å.

Atom charges from the Mulliken analysis, given in e for atoms 1 to 8: number 1, Pb, carries 0.66; number 2, S, carries -0.14; number 3, C, carries -0.29; number 4, N, carries 0.16; number 5, C, carries -0.43; number 6, C, carries -1.20; number 7, N, carries 0.24; number 8, C, carries -1.84

---

Record 3
The following is a DFT calculation (wB97M-V/def2-TZVPD) of a molecular structure, C31H45ClF5PPdS at a distorted geometry.

Calculated values
HOMO energy (spin up / spin down)   -4.0 / -7.9 eV
2S+1   5
DFT total energy   -3034.96725 Eh
LUMO (spin up / spin down)   0.30 / -2.98 eV
<S²>   6.028

Structure (XYZ):
```
85
Properties=species:S:1:pos:R:3:forces:R:3
Pd -0.619 1.938 0.780 -1.4614 1.1425 0.3322
P 0.043 -1.131 0.138 1.4432 0.3644 -0.3594
Cl -0.432 0.686 2.841 -0.1501 -0.5813 1.1903
C 0.777 0.514 0.171 1.2073 0.1714 -0.4684
H 1.275 0.776 -0.777 -0.4186 -0.4146 0.3835
H 1.485 0.646 1.004 -0.3446 -0.5040 -0.3328
C -1.547 -1.587 0.960 0.0527 0.1287 0.3878
C 1.515 -1.969 0.908 -0.6722 -0.3037 0.3286
C -2.028 -2.995 0.580 0.1286 -0.3528 -0.1284
H -1.263 -1.552 2.027 -0.1688 -0.1284 -0.2975
C -3.151 -3.454 1.518 0.0863 0.2144 0.1565
H -2.409 -2.983 -0.454 0.0829 -0.0568 0.3680
H -1.208 -3.727 0.607 -0.2716 0.1709 0.0445
C -4.315 -2.455 1.569 -0.1032 0.0075 -0.1487
H -3.515 -4.435 1.183 0.0758 0.1644 0.1522
H -2.731 -3.580 2.528 -0.0838 -0.0122 -0.1788
C -3.866 -0.998 1.743 0.2737 -0.1896 0.1218
H -4.891 -2.534 0.638 0.0619 -0.0260 0.0487
H -4.994 -2.733 2.384 0.0437 0.0335 -0.1506
C -2.727 -0.615 0.784 -0.0495 0.3471 0.0510
H -4.720 -0.323 1.593 0.2109 -0.1395 0.0491
H -3.507 -0.849 2.772 -0.0507 0.0441 -0.1920
H -3.086 -0.629 -0.257 0.0828 -0.0231 0.2360
H -2.407 0.415 1.013 -0.2412 -0.4368 -0.1423
C -0.039 -1.649 -1.621 0.1282 0.1178 0.0627
C 2.765 -1.936 0.004 -0.1132 -0.0782 -0.1322
H 1.664 -1.276 1.757 0.1033 -0.2285 -0.2063
C 3.996 -2.273 0.844 -0.1221 0.1228 0.2560
H 2.676 -2.688 -0.799 0.0400 0.2679 0.2830
H 2.895 -0.963 -0.491 -0.0989 -0.2087 0.2401
C 3.855 -3.630 1.541 -0.0056 -0.1036 -0.2545
H 4.884 -2.267 0.206 -0.0077 0.0184 0.1091
H 4.118 -1.484 1.600 0.0713 -0.1261 -0.1299
C 2.542 -3.791 2.308 -0.1813 0.1866 0.1481
H 3.925 -4.426 0.786 -0.0046 0.0933 0.0288
H 4.696 -3.777 2.225 -0.0535 -0.0489 -0.0572
C 1.298 -3.357 1.512 0.1462 -0.3263 -0.0368
H 2.418 -4.835 2.605 0.0516 0.0548 0.0930
H 2.588 -3.197 3.231 -0.0244 -0.0539 -0.1230
H 1.091 -4.098 0.724 0.0957 0.1582 0.1499
H 0.420 -3.355 2.175 0.2372 0.0147 -0.1012
C -1.335 -1.231 -2.325 -0.2769 0.1790 -0.1765
H 0.797 -1.088 -2.079 -0.1801 -0.2132 0.0573
C -1.262 -1.541 -3.826 0.1680 -0.0561 -0.0005
H -2.187 -1.772 -1.892 0.2273 0.0676 -0.1318
H -1.545 -0.161 -2.177 0.0957 -0.3628 -0.0795
C -0.865 -2.999 -4.115 -0.1424 -0.0708 0.0564
H -2.244 -1.336 -4.277 0.3099 0.0293 0.0220
H -0.532 -0.863 -4.294 -0.1677 -0.0891 0.0883
C 0.339 -3.491 -3.300 -0.0271 0.1191 -0.0171
H -1.724 -3.650 -3.900 0.0883 0.0785 0.0279
H -0.652 -3.115 -5.182 -0.0703 -0.0032 0.0908
C 0.205 -3.152 -1.815 -0.0351 -0.3074 -0.0151
H 0.441 -4.582 -3.405 0.0433 0.2847 -0.0821
H 1.261 -3.032 -3.687 -0.1084 -0.0815 0.0360
H -0.636 -3.717 -1.392 0.1692 0.1225 -0.1953
H 1.098 -3.488 -1.275 -0.3288 0.0912 -0.2499
C -1.499 2.307 -1.217 -1.2259 -0.2746 1.4271
C -0.294 2.143 -1.925 0.8207 -0.5605 -1.7840
H -2.203 1.463 -1.177 0.1445 0.3847 -0.4877
C 0.698 3.229 -2.099 0.0010 0.4675 0.0682
H -0.049 1.184 -2.381 -0.0751 0.2124 0.0408
C 0.219 4.517 -1.402 0.1306 -0.0950 0.0020
H 1.680 2.936 -1.680 -0.0127 0.0968 -0.1272
H 0.870 3.432 -3.174 0.0135 0.0272 0.2938
C -1.256 4.795 -1.680 0.0069 0.0686 -0.1802
H 0.345 4.397 -0.315 0.0781 0.0496 -0.2531
H 0.834 5.368 -1.716 -0.0243 -0.0657 0.1002
C -2.159 3.676 -1.144 -0.0997 0.0510 0.0084
H -1.544 5.754 -1.230 0.0109 -0.1190 -0.0941
H -1.406 4.899 -2.765 0.0902 -0.0526 0.1702
H -2.415 3.886 -0.097 -0.2376 0.1926 -0.2639
H -3.093 3.665 -1.720 -0.0665 0.0905 0.1107
F 4.206 6.809 2.912 -0.7844 -0.5253 -0.2678
C 3.094 6.088 2.673 0.2223 0.1314 0.2884
C 3.038 4.744 3.043 0.1811 -0.1686 0.1760
F 4.103 4.168 3.640 -0.6324 0.3384 -0.4851
C 1.876 4.011 2.819 0.0649 -0.4582 -0.2702
F 1.873 2.695 3.097 0.1107 1.0184 0.0513
C 0.710 4.607 2.291 0.7846 0.7496 0.5266
S -0.797 3.796 2.233 0.2808 -0.2227 -0.7030
C 0.808 5.966 1.918 -0.5509 0.1808 -0.1542
F -0.274 6.575 1.361 1.0429 -0.4841 0.6074
C 1.975 6.691 2.094 -0.0321 0.4926 -0.2415
F 2.031 7.990 1.729 -0.0036 -0.7942 0.2292
```
Positions in Å, forces in eV/Å.

Atom charges from the Mulliken analysis, given in e for atoms 1 to 8: number 1, Pd, carries -0.63; number 2, P, carries 1.00; number 3, Cl, carries -0.37; number 4, C, carries -1.80; number 5, H, carries 0.49; number 6, H, carries 0.86; number 7, C, carries -0.32; number 8, C, carries -0.15